# 1
57
Properties=species:S:1:pos:R:3 method="wB97M-V/def2-TZVPD" spin_multiplicity=3 fmax_ev_per_a=6.29 s_squared=2.013 orbital_gap_ev="7.80 / 4.39"
Ti -0.039 -0.682 1.406
O -0.682 1.456 4.562
C -0.742 0.607 3.701
O -0.466 0.763 2.443
C -1.172 -0.821 3.940
C -1.603 -1.470 5.077
C -1.963 -2.817 4.976
C -1.919 -3.467 3.739
C -1.463 -2.764 2.640
N -1.079 -1.481 2.770
C -1.250 -3.179 1.205
O -1.615 -4.235 0.733
O -0.626 -2.233 0.547
H -1.649 -0.934 6.012
H -2.261 -3.361 5.858
H -2.221 -4.498 3.635
Br -2.239 0.229 -0.162
B -1.705 0.261 -2.099
B -2.553 -0.447 -3.501
C -1.295 -0.888 -4.576
B -1.045 -1.171 -2.919
B 0.278 -0.641 -3.987
B -0.407 0.416 -5.233
B -2.157 0.523 -4.940
B -2.446 1.327 -3.364
Br -4.025 2.419 -3.037
B -1.089 1.875 -4.461
Br -1.126 3.584 -5.410
B 0.450 1.137 -3.846
Br 2.170 2.039 -4.003
B 0.032 0.139 -2.415
Br 1.231 -0.085 -0.813
B -0.819 1.723 -2.682
Br -0.514 3.233 -1.454
H -3.562 -1.037 -3.482
H -1.446 -1.744 -5.213
H -1.030 -2.258 -2.491
H 1.130 -1.389 -4.266
H -0.023 0.365 -6.337
H -2.882 0.555 -5.856
F 1.773 -1.344 3.373
C 1.453 -1.981 2.196
F 2.558 -1.895 1.390
H 1.311 -3.049 2.434
C 2.937 2.985 1.182
C 4.021 2.272 1.990
C 3.381 0.903 2.289
O 2.013 0.964 1.867
C 1.686 2.351 1.775
H 3.014 2.724 0.126
H 2.953 4.064 1.289
H 4.215 2.806 2.919
H 4.955 2.171 1.446
H 3.419 0.669 3.359
H 3.862 0.100 1.728
H 1.478 2.751 2.777
H 0.791 2.459 1.161

# 2
41
Properties=species:S:1:pos:R:3 method="wB97M-V/def2-TZVPD" fmax_ev_per_a=2.94 total_charge=+1 de_lowest_ev=3.661 orbital_gap_ev=5.75
C 2.559 1.746 1.210
S 1.291 1.472 -0.089
C 1.188 3.152 -0.803
C 2.182 0.598 -1.258
C 2.595 -0.690 -0.946
N 2.951 -1.801 -0.738
H 2.884 0.771 1.582
H 3.401 2.294 0.775
H 2.100 2.326 2.017
H 0.714 3.074 -1.784
H 0.567 3.753 -0.128
H 2.198 3.563 -0.873
H 2.623 1.138 -2.103
C -1.941 5.173 -5.190
O -2.449 4.010 -4.506
C -1.607 2.964 -4.308
C -2.169 1.812 -3.698
C -1.366 0.747 -3.382
C 0.022 0.739 -3.725
C 0.806 -0.402 -3.383
C 1.764 -1.038 -4.217
C 2.249 -2.349 -3.897
C 3.373 -2.858 -4.525
C 3.952 -2.165 -5.602
C 3.351 -0.991 -6.081
C 2.260 -0.442 -5.414
C 0.560 1.904 -4.340
C -0.227 3.008 -4.623
H -2.775 5.870 -5.161
H -1.074 5.596 -4.670
H -1.682 4.933 -6.228
H -3.244 1.811 -3.523
H -1.793 -0.129 -2.890
H 0.453 -0.972 -2.515
H 1.735 -2.928 -3.126
H 3.812 -3.798 -4.184
H 4.852 -2.552 -6.081
H 3.733 -0.509 -6.987
H 1.770 0.441 -5.826
H 1.627 1.961 -4.565
H 0.205 3.902 -5.090

# 3
12
Properties=species:S:1:pos:R:3 method="wB97M-V/def2-TZVPD" fmax_ev_per_a=0.53 de_lowest_ev=5.926 orbital_gap_ev="6.89 / 6.89"
C 0.565 -1.112 -0.538
C 0.580 -0.068 0.586
C 0.892 1.271 0.304
O -0.191 1.797 -0.207
C -1.047 0.699 0.128
C -2.279 0.479 -0.023
H -0.183 -1.877 -0.307
H 0.306 -0.674 -1.505
H 1.548 -1.589 -0.618
H 0.991 -0.479 1.512
H 1.721 1.937 0.530
H -2.904 -0.384 0.138

# 4
23
Properties=species:S:1:pos:R:3 method="wB97M-V/def2-TZVPD" spin_multiplicity=2 fmax_ev_per_a=5.81 s_squared=0.772 total_charge=+1 de_lowest_ev=1.811 orbital_gap_ev="9.62 / 5.54"
C 1.466 1.452 0.307
C 1.185 1.555 -1.219
C 0.995 2.803 -1.682
C 2.349 -0.552 -1.950
N 1.133 0.298 -1.745
H 1.323 0.471 0.784
H 0.770 1.966 1.025
H 2.475 1.841 0.424
H 0.815 3.543 -0.909
H 1.069 3.103 -2.731
H 2.091 -1.551 -1.573
H 3.149 -0.243 -1.277
H 2.644 -0.526 -2.991
H 0.696 0.334 -2.665
H -2.634 -3.069 -0.369
H -1.394 -2.440 -1.214
O -2.306 -2.697 -1.205
H -3.186 -5.660 -0.037
H -3.053 -5.799 1.487
O -2.858 -5.209 0.751
H -1.808 4.049 5.797
H -2.802 2.974 5.777
O -2.118 3.355 5.215